A 2-piece molecular cluster, C11H15N overall in a non-equilibrium geometry, computed with ωB97M-V/def2-TZVPD.

Positions of all 27 atoms, in Å:
C1 2.904 1.165 0.330
C2 -0.643 0.590 1.238
C3 0.674 0.118 1.164
C4 1.490 1.251 0.814
C5 0.663 2.363 0.662
C6 -1.788 -0.244 1.408
C7 -1.463 -1.613 1.557
C8 0.953 -1.211 1.573
C9 -0.148 -2.066 1.759
N1 -0.642 1.935 1.015
H1 -1.456 2.522 1.032
H2 -2.707 0.294 1.574
H3 0.882 3.390 0.436
H4 -2.262 -2.356 1.521
H5 1.948 -1.645 1.566
H6 3.055 0.143 -0.076
H7 3.655 1.148 1.131
H8 -0.076 -3.149 1.797
H9 3.112 1.953 -0.379
C10 -0.760 0.131 -2.731
C11 -1.246 -1.234 -2.193
H10 -0.297 -0.106 -3.705
H11 -1.640 0.673 -3.068
H12 -0.040 0.696 -2.155
H13 -0.992 -2.109 -2.808
H14 -2.340 -1.267 -2.269
H15 -0.838 -1.369 -1.193

The spin multiplicity is 2. Its gap between HOMO and LUMO (alpha / beta) is 3.29 / 6.67 eV. The calculation puts the total energy at -13138.907 eV. The value obtained for the HOMO energy (alpha / beta) is 0.6 / -2.9 eV. The charge is -1. The calculation puts the energy above the lowest of the compared OMol25 structures with the same formula, charge and spin at 15.1 kcal per mole. For the lowest unoccupied orbital energy (alpha / beta), the calculation gives 0.1415 / 0.1382 Ha. As for the maximum force: 2.5 eV/Å. Its molar mass is 161.2 Da.



A 2-piece molecular cluster, C11H15N overall in a non-equilibrium geometry, computed with ωB97M-V/def2-TZVPD.

Positions of all 27 atoms, in Å:
C1 -1.421 -4.003 1.645
C2 -1.460 -3.812 0.115
H1 -2.383 -4.074 2.142
H2 -1.014 -4.843 1.894
H3 -0.840 -3.253 2.124
H4 -2.109 -4.395 -0.543
H5 -1.831 -2.682 -0.087
H6 -0.430 -3.802 -0.316
C3 3.239 1.627 -0.756
C4 0.708 1.486 -0.428
C5 1.930 2.182 -0.531
C6 -0.315 2.289 0.124
C7 1.761 3.306 0.317
C8 -0.844 -0.228 -0.736
C9 -1.889 0.613 -0.315
C10 0.417 0.280 -0.927
C11 -1.642 1.915 0.031
N1 0.303 3.518 0.577
H7 -0.993 -1.202 -1.297
H8 -2.908 0.172 -0.359
H9 1.082 -0.306 -1.589
H10 -2.461 2.425 0.353
H11 4.086 2.439 -0.776
H12 3.408 1.131 -1.747
H13 2.251 4.117 0.613
H14 -0.163 4.371 0.629
H15 3.520 0.728 -0.156

The spin multiplicity is 2. Its gap between HOMO and LUMO (alpha / beta) is 2.73 / 6.42 eV. The calculation puts the total energy at -13136.946 eV. The value obtained for the HOMO energy (alpha / beta) is 0.8 / -2.9 eV. The charge is -1. The calculation puts the energy above the lowest of the compared OMol25 structures with the same formula, charge and spin at 60.4 kcal per mole. For the lowest unoccupied orbital energy (alpha / beta), the calculation gives 0.1291 / 0.1281 Ha. As for the maximum force: 6.1 eV/Å. Its molar mass is 161.2 Da.



A 2-piece molecular cluster, C11H15N overall in a non-equilibrium geometry, computed with ωB97M-V/def2-TZVPD.

Positions of all 27 atoms, in Å:
C1 0.510 1.172 2.420
C2 0.735 1.098 0.944
C3 0.993 2.164 0.132
N1 0.989 1.821 -1.198
C4 0.900 0.441 -1.275
C5 1.151 -0.448 -2.302
C6 1.026 -1.807 -2.058
C7 0.656 -2.245 -0.779
C8 0.502 -1.378 0.282
C9 0.629 -0.015 0.025
H1 -0.007 2.061 2.769
H2 1.511 1.118 2.868
H3 0.048 0.262 2.809
H4 0.899 3.178 0.484
H5 1.051 2.424 -1.995
H6 1.445 -0.086 -3.283
H7 1.155 -2.535 -2.847
H8 0.509 -3.312 -0.676
H9 0.215 -1.724 1.268
C10 -3.139 -1.191 1.474
C11 -3.135 0.287 1.138
H10 -3.446 -1.778 0.596
H11 -2.144 -1.570 1.652
H12 -3.877 -1.559 2.182
H13 -2.654 0.426 0.167
H14 -4.093 0.784 1.252
H15 -2.487 0.879 1.800

As for the structure (SMILES): Cc1c[nH]c2ccccc12.CC. Its gap between HOMO and LUMO is 8.69 eV. The calculation puts the total energy at -13140.195 eV. The value obtained for the HOMO energy is -7.7 eV. The charge is 0. The calculation puts the energy above the lowest of the compared OMol25 structures with the same formula, charge and spin at 13.7 kcal per mole. For the lowest unoccupied orbital energy, the calculation gives 0.0347 Ha. As for the maximum force: 1.6 eV/Å. Its molar mass is 161.2 Da.



A 2-piece molecular cluster, C11H15N overall in a non-equilibrium geometry, computed with ωB97M-V/def2-TZVPD.

Positions of all 27 atoms, in Å:
C1 -4.310 -1.596 0.199
C2 -2.820 -1.690 0.113
C3 -1.938 -2.651 0.431
N1 -0.625 -2.203 0.323
C4 -0.703 -0.914 -0.192
C5 0.368 -0.035 -0.408
C6 0.068 1.164 -1.011
C7 -1.272 1.505 -1.290
C8 -2.324 0.698 -0.922
C9 -2.027 -0.537 -0.324
H1 -4.774 -1.111 -0.659
H2 -4.522 -1.082 1.141
H3 -4.799 -2.574 0.234
H4 -2.240 -3.638 0.741
H5 0.077 -2.834 -0.026
H6 1.328 -0.291 -0.029
H7 0.782 1.978 -1.066
H8 -1.467 2.445 -1.782
H9 -3.349 1.028 -1.041
C10 4.620 1.771 0.013
C11 4.028 1.322 1.366
H10 5.231 0.978 -0.408
H11 3.808 2.102 -0.637
H12 5.228 2.667 0.148
H13 3.072 1.774 1.615
H14 3.842 0.245 1.294
H15 4.716 1.482 2.177

As for the structure (SMILES): Cc1c[nH]c2ccccc12.CC. Its gap between HOMO and LUMO is 8.98 eV. The calculation puts the total energy at -13140.223 eV. The value obtained for the HOMO energy is -8.0 eV. The charge is 0. The calculation puts the energy above the lowest of the compared OMol25 structures with the same formula, charge and spin at 13.1 kcal per mole. For the lowest unoccupied orbital energy, the calculation gives 0.0351 Ha. As for the maximum force: 1.8 eV/Å. Its molar mass is 161.2 Da.



A 2-piece molecular cluster, C11H15N overall in a non-equilibrium geometry, computed with ωB97M-V/def2-TZVPD.

Positions of all 27 atoms, in Å:
C1 0.708 -2.185 -0.636
C2 0.720 -1.017 -1.531
C3 0.453 -0.841 -2.869
N1 0.378 0.506 -3.190
C4 0.762 1.220 -2.068
C5 0.692 2.622 -1.871
C6 0.910 3.048 -0.588
C7 1.333 2.147 0.446
C8 1.218 0.800 0.276
C9 0.851 0.337 -1.014
H1 0.055 -2.993 -0.970
H2 0.381 -2.027 0.398
H3 1.718 -2.581 -0.451
H4 0.196 -1.490 -3.690
H5 0.302 0.980 -4.063
H6 0.244 3.251 -2.629
H7 0.543 3.981 -0.171
H8 1.496 2.654 1.389
H9 1.439 0.153 1.113
C10 -1.953 -1.675 3.220
C11 -1.662 -0.486 2.305
H10 -2.115 -1.472 4.280
H11 -2.867 -2.218 2.976
H12 -1.072 -2.314 3.141
H13 -2.499 0.124 1.956
H14 -1.049 0.229 2.866
H15 -1.183 -0.755 1.375

As for the structure (SMILES): Cc1c[nH]c2ccccc12.CC. Its gap between HOMO and LUMO is 8.81 eV. The calculation puts the total energy at -13139.779 eV. The value obtained for the HOMO energy is -7.9 eV. The charge is 0. The calculation puts the energy above the lowest of the compared OMol25 structures with the same formula, charge and spin at 23.3 kcal per mole. For the lowest unoccupied orbital energy, the calculation gives 0.0347 Ha. As for the maximum force: 2.1 eV/Å. Its molar mass is 161.2 Da.



A 2-piece molecular cluster, C11H15N overall in a non-equilibrium geometry, computed with ωB97M-V/def2-TZVPD.

Positions of all 27 atoms, in Å:
C1 -1.795 0.013 3.073
C2 -0.952 0.464 1.970
C3 -0.591 1.771 1.667
N1 0.325 1.747 0.622
C4 0.447 0.404 0.284
C5 1.534 -0.085 -0.480
C6 1.725 -1.432 -0.446
C7 0.907 -2.298 0.361
C8 -0.135 -1.773 1.182
C9 -0.324 -0.404 1.124
H1 -1.015 -0.186 3.970
H2 -2.450 -0.843 3.150
H3 -2.431 0.781 3.458
H4 -0.816 2.802 2.007
H5 0.721 2.480 0.240
H6 2.198 0.747 -1.033
H7 2.367 -1.788 -1.183
H8 1.292 -3.367 0.446
H9 -0.667 -2.301 1.900
C10 -0.573 0.973 -2.623
C11 0.405 -0.116 -2.937
H10 -0.095 1.998 -2.777
H11 -1.460 0.737 -3.357
H12 -0.946 0.924 -1.476
H13 1.458 0.325 -2.925
H14 0.398 -0.610 -3.880
H15 0.474 -0.964 -2.337

As for the structure (SMILES): Cc1c[nH]c2ccccc12.CC. Its gap between HOMO and LUMO is 8.50 eV. The calculation puts the total energy at -13137.661 eV. The value obtained for the HOMO energy is -7.6 eV. The charge is 0. The calculation puts the energy above the lowest of the compared OMol25 structures with the same formula, charge and spin at 72.2 kcal per mole. For the lowest unoccupied orbital energy, the calculation gives 0.0324 Ha. As for the maximum force: 7.6 eV/Å. Its molar mass is 161.2 Da.